Entry 1:
Here is C41H39Br2N5O2OsTe as an isolated structure from OMol25. Energies are from ωB97M-V/def2-TZVPD.

XYZ file:
```
91
Properties=species:S:1:pos:R:3:forces:R:3:lowdin_spin:R:1
Os -1.230420 0.178207 0.526626 -1.36 -0.63 0.50 -0.18
Te -2.789836 -2.210413 0.388807 0.13 0.58 -0.10 0.01
Br 5.274399 -1.588661 1.014816 0.02 -0.01 0.00 0.00
Br 0.507245 0.531417 6.995877 0.01 0.00 0.02 0.00
O 2.169041 6.258673 0.632439 0.04 0.04 0.02 0.00
O -2.694081 2.275272 -1.830598 0.05 0.14 -0.09 0.06
N -0.761743 0.167965 2.571112 0.50 0.14 -0.04 -0.02
N 1.641109 6.402176 -1.569836 0.07 0.00 -0.04 0.00
N -0.293983 2.032450 0.236593 -0.08 0.18 -0.02 -0.01
N 0.804389 -0.494582 0.601655 -0.05 -0.05 0.05 -0.01
N -2.715227 0.839038 -0.121922 0.81 0.03 -0.91 0.15
C -2.250332 -4.176348 1.009849 0.09 0.50 0.08 0.01
C -1.658536 0.519381 3.507223 0.04 -0.07 -0.08 0.00
C -0.536173 -3.391871 2.718933 -0.08 0.00 -0.11 0.04
C -1.269413 -2.933359 -2.184004 -0.08 0.02 -0.04 0.00
C 0.512988 -0.095522 2.933860 -0.13 0.06 0.11 0.00
C 0.727725 3.576391 -1.266438 0.05 0.03 0.04 0.00
C 0.124347 2.363693 -0.996821 -0.03 -0.03 0.06 -0.01
C -1.326454 -4.440039 2.015039 0.15 0.32 0.05 0.20
C -5.463463 2.988010 -1.468730 0.04 -0.08 0.02 0.00
C -2.470297 -2.380476 -1.694281 0.11 -0.17 -0.03 -0.01
C -1.745810 -2.412414 -5.919524 0.01 0.00 0.00 0.00
C 1.534713 -0.796642 -0.481422 -0.07 -0.02 0.06 0.00
C -1.324153 0.631797 4.837820 0.04 0.00 0.05 0.00
C -4.767861 -1.287330 -2.114221 0.03 0.01 -0.04 0.00
C 3.479724 -1.144563 0.842482 -0.05 0.02 -0.01 0.00
C 2.871139 -1.121901 -0.407844 0.07 0.00 0.04 0.00
C -0.009168 0.377185 5.219463 -0.03 0.00 -0.05 0.00
C 1.634226 5.817620 -0.357952 -0.06 -0.05 0.00 0.00
C 0.469605 4.141146 1.039092 0.02 0.01 -0.02 0.00
C -7.478267 2.509773 -0.252718 0.02 0.02 -0.03 0.00
C -6.816006 1.551344 0.507977 -0.02 0.03 -0.02 0.00
C -6.804797 3.227038 -1.237237 -0.08 -0.03 0.06 0.00
C -1.735175 -6.868421 1.876333 0.00 -0.39 0.02 0.02
C -0.245800 -3.612229 -1.312847 0.03 0.03 -0.07 0.00
C -2.954470 -5.228767 0.448190 -0.37 0.09 -0.27 0.17
C -3.183420 -1.889863 -3.920112 0.04 0.00 -0.03 0.00
C -2.668468 -6.567119 0.893485 -0.06 -0.37 -0.04 0.27
C -5.472830 1.312151 0.286670 0.03 0.06 -0.04 0.00
C 0.911228 4.485976 -0.235194 0.00 -0.02 -0.01 0.00
C -1.058764 -2.909559 -3.552393 -0.05 -0.06 0.00 0.00
C -1.464527 -8.281676 2.310685 0.00 0.07 -0.02 -0.01
C -2.003164 -2.391587 -4.442134 -0.02 0.02 0.01 0.00
C -4.795961 2.029523 -0.703133 -0.14 -0.01 -0.01 0.00
C 1.399330 -0.487989 1.817464 0.05 0.02 -0.15 0.00
C -4.008660 -5.060121 -0.593660 -0.01 -0.18 0.20 0.04
C -1.082712 -5.796000 2.427347 0.17 -0.15 0.21 0.20
C 0.917917 0.004115 4.249495 0.03 -0.03 0.06 0.00
C 2.727281 -0.822666 1.971692 0.07 -0.01 -0.01 0.00
C -3.447623 -1.867922 -2.550183 -0.01 0.02 0.07 0.00
C -3.383505 1.782219 -0.975899 -0.02 -0.05 0.53 0.01
C -0.133791 2.924060 1.237107 0.01 -0.06 -0.09 0.00
H -4.588508 -5.971216 -0.719861 0.01 -0.02 -0.01 0.00
H 1.060986 3.775909 -2.275594 0.00 0.01 0.00 0.00
H -0.348841 -5.964472 3.208617 0.00 0.05 0.01 0.01
H -8.528961 2.698896 -0.077178 0.00 0.00 0.00 0.00
H -0.454196 -8.579725 2.030705 0.02 0.01 -0.03 0.00
H -7.330724 3.968976 -1.821805 -0.01 0.00 0.01 0.00
H -0.740836 -2.390617 2.347004 -0.02 -0.10 0.01 0.00
H -4.951221 0.563154 0.873241 0.01 0.02 0.00 0.00
H -2.540046 -1.915108 -6.471400 0.00 0.00 0.00 0.00
H 0.046052 -3.001285 -0.456450 0.01 0.05 0.08 0.00
H 0.646832 -3.846229 -1.891010 0.01 0.05 0.02 0.00
H 3.425194 -1.356785 -1.305404 0.01 0.01 0.01 0.00
H -3.228655 -7.375632 0.437031 -0.01 0.01 -0.03 0.01
H 0.619528 4.831212 1.858305 -0.01 0.00 -0.01 0.00
H -0.050701 1.641141 -1.782157 -0.03 0.03 0.04 0.00
H 3.194735 -0.826684 2.945232 0.01 0.01 0.00 0.00
H 1.015629 -0.781279 -1.432154 -0.04 -0.01 0.03 0.00
H -2.072873 0.919477 5.562189 0.01 0.01 0.00 0.00
H 2.112505 7.289343 -1.661145 -0.02 0.00 0.00 0.00
H -3.935639 -1.496310 -4.594441 0.00 0.00 0.00 0.00
H -0.748199 -3.424353 3.791931 0.00 -0.05 0.02 0.01
H -5.583984 -1.783568 -2.640344 -0.01 -0.01 0.00 0.00
H -1.542741 -8.374387 3.392905 -0.02 0.01 0.02 0.00
H -0.624171 -4.553703 -0.914208 0.04 -0.05 -0.08 0.00
H -3.556867 -4.809306 -1.559759 0.06 0.04 0.00 0.02
H -2.161145 -8.981003 1.854595 -0.01 0.01 0.00 0.00
H -4.694515 -4.244666 -0.342816 0.08 0.00 -0.02 0.01
H -0.144969 -3.339199 -3.948284 0.00 0.00 0.00 0.00
H -4.825501 -0.228144 -2.375023 0.00 -0.05 0.02 0.00
H -7.351164 0.999574 1.268332 -0.01 0.00 0.01 0.00
H 1.097639 6.072698 -2.346635 -0.03 0.01 0.02 0.00
H -1.674335 -3.440083 -6.278784 0.00 0.00 0.00 0.00
H 0.533028 -3.599828 2.607874 0.00 -0.05 0.02 0.01
H -4.963808 -1.378536 -1.046322 -0.01 0.02 -0.02 0.00
H 1.940785 -0.194624 4.533595 0.00 0.00 0.02 0.00
H -4.923337 3.530336 -2.233185 0.01 -0.01 0.00 0.00
H -2.664688 0.718397 3.161573 0.01 0.01 -0.03 0.00
H -0.501311 2.637484 2.211587 -0.02 0.01 -0.02 0.00
H -0.801295 -1.921534 -6.156679 0.00 0.00 0.00 0.00
```
Forces are in eV/Å.

Computed properties:
LUMO level (alpha / beta) ... -9.2558 / -11.6590 eV
Charge ... +3
ΔE to the lowest compared entry with this formula, charge and spin ... 60.5 kJ/mol
Total energy ... -204515.7951 eV
Max |F| ... 0.0306 hartree/bohr
E_HOMO (alpha / beta) ... -15.648 / -15.725 eV
Expectation value of S² ... 1.240
Spin multiplicity ... 2



Entry 2:
Here is C41H39ClF9HfN4O3P as an isolated structure from OMol25. Energies are from ωB97M-V/def2-TZVPD.

XYZ file:
```
99
Properties=species:S:1:pos:R:3:forces:R:3:mulliken_charge:R:1
Hf 0.257416 -0.366733 -1.296841 -0.02 -0.12 -0.26 3.01
Cl 3.295717 5.135762 2.265791 0.02 0.00 -0.01 -0.19
P 1.435022 -1.097756 -3.768731 0.09 -0.16 0.31 0.92
F 2.905723 1.832365 1.413791 0.00 -0.01 0.00 -0.22
F 4.559077 0.355228 -0.007975 0.02 0.02 -0.03 -0.19
F 2.339185 -2.592331 1.822874 0.01 0.00 -0.03 -0.25
F 0.892156 1.094082 1.649936 0.10 0.06 0.05 0.23
F 1.892323 -0.872629 3.044943 0.02 0.01 -0.03 -0.25
F 4.433031 -1.763827 0.352872 -0.03 -0.04 -0.01 -0.24
F 0.500979 -1.505842 1.494389 -0.04 0.06 0.03 -0.11
F 4.475405 -0.393454 2.028486 -0.01 0.01 0.01 -0.24
F 1.635873 1.480413 -0.327514 -0.24 -0.03 -0.05 -0.44
O -2.463852 -1.081383 3.625295 -0.02 0.00 -0.02 -0.77
O 2.044575 -0.932891 -0.481977 -0.42 -0.10 -0.19 -0.94
O -0.317508 1.147978 -2.654681 -0.42 0.07 -0.08 -0.44
N -2.686122 1.943779 0.966709 0.00 0.05 -0.07 -0.89
N -1.510349 0.363408 -0.073886 0.35 -0.17 -0.01 -0.26
N -0.657841 -2.433617 -1.224434 -0.04 0.05 0.02 -0.86
N -2.913892 0.735848 1.531049 0.04 -0.02 -0.10 1.00
C -4.846925 -0.981425 5.115704 -0.01 0.00 0.01 -1.75
C -0.817480 0.081946 -3.141985 0.69 0.48 0.17 0.26
C 4.260892 2.498305 -3.992111 0.01 0.01 0.01 -0.75
C 0.162903 -0.853799 -5.025538 -0.15 0.02 -0.08 -0.26
C -1.843442 1.696061 0.009095 -0.07 -0.02 0.02 -0.65
C 2.360563 1.314953 -4.870536 -0.02 -0.04 0.01 -0.67
C -2.934266 0.237823 3.958490 -0.08 0.10 -0.02 1.68
C 2.548621 0.314241 -3.916798 0.08 0.01 0.01 0.84
C 0.275898 -1.202892 -6.365034 -0.03 0.03 0.01 -0.60
C -3.853829 0.183324 5.222132 0.03 0.01 -0.02 1.58
C -0.545065 3.311014 3.783318 0.00 0.01 0.02 -0.39
C -2.991464 -0.027650 6.471791 0.03 -0.02 0.00 -1.64
C 1.830026 3.704132 4.027881 -0.02 0.01 -0.04 -0.98
C 2.017128 1.013501 0.935911 -0.09 0.02 0.05 -0.12
C -1.953710 0.258551 -5.466527 0.02 0.04 -0.05 -0.48
C -1.675905 1.112602 4.083434 -0.01 -0.07 0.02 0.15
C 4.270137 -3.898587 -4.672270 0.01 0.00 0.00 -0.78
C -1.831633 -0.114543 -6.800286 -0.05 0.04 0.05 -0.62
C -4.664736 1.472062 5.405075 -0.03 0.02 0.02 -1.74
C -0.532120 4.074515 2.622193 0.00 0.01 -0.01 -0.05
C 3.594448 0.419901 -2.993322 0.00 -0.01 -0.02 -0.68
C 2.300695 -2.629221 -4.143297 -0.02 -0.03 -0.03 0.70
C 3.666755 -2.678665 -4.398998 0.01 0.03 0.00 -0.42
C 3.516541 -5.061310 -4.696310 -0.01 0.00 0.00 -0.56
C 2.479688 -0.480134 0.735179 0.10 -0.03 -0.04 1.60
C 2.148900 -5.013022 -4.451141 0.01 0.00 0.00 -0.73
C -1.810314 2.633038 4.246790 -0.04 0.03 0.01 -0.80
C -2.211101 -0.198196 0.920580 -0.05 0.02 0.07 -0.34
C 4.451179 1.507048 -3.038458 0.00 -0.01 0.00 -0.84
C 0.642781 4.644829 2.151320 0.02 -0.01 0.02 -1.05
C 1.542599 -3.802054 -4.168933 0.00 -0.02 -0.01 -0.51
C 1.824214 -1.376126 1.823314 0.00 -0.04 0.10 0.52
C -1.632891 -4.832777 -1.308013 0.01 -0.02 0.00 -1.37
C -0.734493 -0.840835 -7.245286 0.02 -0.01 -0.01 -0.76
C -3.757376 0.637964 2.724670 0.04 -0.07 0.04 -2.12
C 0.647951 3.142058 4.481984 -0.01 0.01 0.00 -0.07
C 1.818163 4.446152 2.855709 0.02 -0.02 0.00 0.35
C 3.218534 2.402660 -4.903122 0.02 0.02 0.00 -0.70
C -0.954191 -0.119864 -4.588690 0.01 -0.26 0.09 0.15
C -1.090675 -3.494438 -1.264252 0.13 0.23 0.05 0.70
C 4.031292 -0.580229 0.789404 -0.01 0.06 0.06 0.39
H -2.606774 0.167728 -7.499483 0.00 -0.01 -0.01 0.45
H 0.658284 2.572200 5.403968 0.00 -0.01 0.01 0.47
H 1.558888 -5.918656 -4.490800 0.00 -0.01 0.00 0.44
H -4.047949 2.367381 5.441989 -0.01 -0.02 0.00 0.26
H -0.838174 -5.541856 -1.077018 -0.03 -0.04 -0.01 0.32
H -4.350870 -1.945170 5.016873 0.01 0.00 0.01 0.31
H -5.205234 1.414024 6.350078 -0.01 0.00 0.01 0.51
H -1.071462 0.708202 4.898739 0.00 0.01 -0.02 1.14
H -2.811161 0.824262 -5.129760 -0.01 0.00 0.02 0.57
H -0.663044 -1.120964 -8.287090 0.00 0.00 -0.01 0.47
H 5.266106 1.579515 -2.331104 0.01 0.00 0.00 0.54
H -5.537053 -0.865401 4.278542 0.00 0.00 -0.02 0.36
H -5.416149 1.599785 4.624473 -0.01 0.00 0.00 0.39
H 1.140347 -1.753507 -6.714796 0.01 -0.01 0.01 0.54
H 3.077320 3.176160 -5.645436 -0.01 0.00 -0.01 0.46
H -2.430300 -4.914881 -0.569586 0.00 -0.05 -0.01 0.42
H -4.209875 1.618908 2.822316 0.01 -0.02 0.06 0.40
H -1.456064 4.237534 2.080304 -0.01 0.01 0.01 0.50
H 4.260588 -1.774558 -4.399942 0.00 0.02 0.01 0.45
H 0.470632 -3.762000 -4.002834 0.00 0.02 0.00 0.55
H 0.648270 5.253834 1.257573 0.00 0.01 -0.01 0.47
H -2.015973 2.892326 5.286969 0.05 -0.02 0.01 0.47
H -2.031544 -5.023516 -2.304053 -0.01 -0.04 0.01 0.35
H -2.340932 -0.904131 6.395783 0.00 -0.01 0.00 0.36
H -4.535736 -0.098044 2.534970 0.03 -0.01 0.01 0.46
H 5.331301 -3.935432 -4.876001 0.01 0.00 0.00 0.45
H 3.991535 -6.007540 -4.915509 0.01 -0.01 0.00 0.43
H -2.649964 3.018342 3.664654 0.03 -0.01 -0.04 0.64
H -3.636016 -0.194790 7.334081 -0.02 0.00 0.00 0.50
H 3.745197 -0.353968 -2.250822 0.00 0.01 -0.04 0.60
H 1.553924 1.246354 -5.588379 0.00 0.00 -0.01 0.35
H -5.453974 -1.007788 6.020550 -0.01 0.00 0.01 0.48
H -1.088056 0.922396 3.182277 0.01 0.01 -0.01 -1.49
H 4.928447 3.348451 -4.026937 0.01 0.01 0.00 0.44
H -2.003931 -1.440031 4.393585 0.00 0.00 -0.02 0.57
H -1.455246 2.455365 -0.649880 0.00 0.00 -0.01 0.65
H -2.367519 0.838624 6.692854 -0.01 0.01 0.01 0.31
H -2.205413 -1.229123 1.227410 0.01 -0.02 0.00 0.56
H 2.752367 3.580648 4.578280 0.01 0.00 0.00 0.47
```
Forces are in eV/Å.

Computed properties:
LUMO level ... -6.2185 eV
Charge ... +2
ΔE to the lowest compared entry with this formula, charge and spin ... 0.0 kJ/mol
Total energy ... -102818.7477 eV
Max |F| ... 0.0167 hartree/bohr
E_HOMO ... -12.715 eV
Spin multiplicity ... 1